Density functional theory data (ωB97M-V with the def2-TZVPD basis set) for a cluster of 4 separate species, C41H86BN5O11 in total.

Calculated values
**Gap between HOMO and LUMO**: 0.2986 Eh
**HOMO**: -7.86 eV
**Electronic energy**: -74559.571 eV
**LUMO**: 0.3 eV
**SMILES**: CCCCCCCCC[C@]1(OCC)[C@@H](CCCCn2cccc2)C(=O)N[C@]1(O)B(O)O.COCCNCCOC.COCCNCCOC.COCCNCCOC

Structure (XYZ):
```
144
Properties=species:S:1:pos:R:3:forces:R:3:mulliken_charge:R:1
C -7.12098 -0.21213 -1.94421 0.0 0.0 0.1 -1.445
C -5.74813 0.32835 -2.39290 0.0 0.0 0.1 0.850
C -5.03382 -0.49241 -3.48034 0.1 0.1 0.0 -1.477
C -4.00358 -1.49814 -2.95207 -0.1 -0.1 -0.3 0.793
C -4.58018 -2.67456 -2.13582 0.1 0.1 -0.1 -1.018
C -3.95146 -2.89554 -0.76149 -0.2 -0.1 0.2 -0.986
C -4.07999 -1.69335 0.18067 -0.1 -0.3 -0.2 1.225
C -3.44297 -1.94221 1.55904 0.1 0.0 0.0 -1.111
C -2.08760 -1.28654 1.89201 -0.1 -0.1 0.0 -1.439
C -1.84862 0.16874 1.46616 0.2 0.5 0.0 1.916
O -1.60027 0.37028 0.07789 -0.2 -0.2 0.1 -0.700
C -0.96972 -0.68420 -0.62885 0.4 0.2 -0.5 2.017
C -0.79688 -0.23189 -2.08040 0.0 0.1 0.1 -2.720
C -0.69887 0.80673 2.30930 0.0 -0.7 0.5 1.210
C 0.76341 0.74060 1.83944 0.0 0.1 -0.2 -2.210
C 1.25098 1.52563 0.61118 0.0 0.1 0.0 0.259
C 0.79044 2.98687 0.46441 0.3 0.0 -0.2 -0.597
C -0.32171 3.20569 -0.56412 -0.2 0.0 0.0 -0.014
N -0.38060 4.58687 -1.00987 -0.1 -0.2 -0.1 0.363
C 0.20335 5.08370 -2.13857 0.2 0.0 -0.2 -0.526
C -0.08110 6.41898 -2.22331 -0.1 0.4 0.0 -0.584
C -0.87863 6.75013 -1.09398 0.1 0.1 -0.1 -0.592
C -1.04110 5.59605 -0.37591 -0.1 0.0 0.3 -0.415
C -1.21786 2.15783 2.75033 0.1 0.2 -0.2 -0.607
O -0.77835 2.84410 3.65403 0.1 0.0 -0.3 -0.759
N -2.35982 2.42038 2.02587 -0.1 -0.3 0.6 0.202
C -3.06196 1.12774 1.79623 0.0 0.4 0.0 -1.378
O -3.95124 1.35273 0.73389 0.2 -0.1 -0.2 -0.587
B -3.83173 0.87883 3.18909 -0.1 -0.1 0.2 0.749
O -5.09513 1.40064 3.29510 -0.2 -0.7 -0.8 -0.682
O -3.25935 0.23527 4.27353 0.1 0.1 -0.2 -0.602
H -7.19640 -0.29348 -0.85650 0.0 0.0 0.0 0.252
H -7.32754 -1.20193 -2.35564 0.0 0.0 0.0 0.353
H -7.93136 0.44620 -2.26592 0.0 -0.1 0.0 0.377
H -5.07512 0.40378 -1.53187 -0.1 0.0 -0.1 -0.804
H -5.87833 1.35647 -2.73985 0.0 -0.1 0.0 0.566
H -5.76264 -1.01320 -4.11332 0.0 0.0 0.1 0.428
H -4.50140 0.19850 -4.14297 0.0 -0.1 0.0 0.463
H -3.48606 -1.91005 -3.82609 0.1 0.0 0.1 0.560
H -3.24151 -0.95431 -2.38676 -0.2 -0.1 0.1 -0.774
H -5.66023 -2.54794 -2.01436 0.1 0.0 0.1 0.292
H -4.44939 -3.58843 -2.72329 -0.1 0.0 0.1 0.372
H -2.90632 -3.21342 -0.85815 0.0 0.1 0.0 0.206
H -4.47892 -3.73292 -0.28638 0.2 0.0 0.0 0.472
H -3.68212 -0.79779 -0.29568 0.0 0.0 0.1 -0.920
H -5.15951 -1.53363 0.31068 0.1 0.1 0.0 0.528
H -3.30769 -3.02524 1.65808 0.0 0.1 0.2 0.645
H -4.14521 -1.67736 2.36015 0.0 0.1 -0.1 0.160
H -2.01998 -1.27768 2.97959 0.0 -0.1 0.0 0.626
H -1.26381 -1.92322 1.55573 0.0 0.2 -0.1 0.745
H 0.01205 -0.89089 -0.19447 -0.1 -0.3 0.0 -0.255
H -1.55332 -1.60817 -0.61816 -0.1 0.1 0.2 -0.321
H -0.88815 -1.08050 -2.76168 0.1 0.1 0.0 0.437
H -1.57430 0.49398 -2.32883 0.0 -0.1 0.0 0.741
H 0.17195 0.24146 -2.25110 0.0 0.0 0.0 0.418
H -0.66414 0.24085 3.24929 -0.1 0.1 0.0 0.760
H 1.00541 -0.31891 1.69693 0.0 0.1 0.0 0.227
H 1.36433 1.06624 2.69513 -0.1 0.0 0.0 0.647
H 1.04105 0.99380 -0.31981 -0.1 0.0 0.1 -0.473
H 2.34426 1.53704 0.68860 -0.1 -0.1 0.0 0.696
H 0.52424 3.42110 1.43105 0.0 0.0 0.0 0.042
H 1.64290 3.57063 0.10029 0.0 0.0 0.1 0.629
H -0.15205 2.58274 -1.44606 0.1 0.1 0.1 0.098
H -1.30462 2.93632 -0.18114 0.1 -0.1 0.0 -0.002
H 0.78084 4.46859 -2.81143 -0.1 -0.1 0.1 0.356
H 0.22661 7.09016 -3.01111 0.0 -0.1 0.0 0.416
H -1.29749 7.71237 -0.84726 0.0 0.0 0.0 0.440
H -1.58512 5.40907 0.53814 0.0 0.0 -0.1 0.429
H -2.93917 3.16857 2.39115 0.0 0.1 -0.1 0.180
H -4.74854 0.83182 0.87096 -0.1 0.1 0.1 0.471
H -5.69279 0.83700 3.79882 0.1 0.4 0.5 0.291
H -2.68914 0.78357 4.82427 0.0 -0.1 0.1 0.335
C -4.55595 4.82736 9.54453 0.0 0.0 0.0 -0.706
O -3.28793 5.07716 8.97747 -0.1 0.0 0.0 -0.353
C -2.61571 3.92320 8.49021 0.1 0.0 0.0 -0.842
C -2.51644 3.94233 6.98137 -0.1 0.0 0.0 -0.133
N -3.82384 3.76588 6.36458 0.0 0.1 0.0 -0.265
C -3.84673 3.96536 4.92069 -0.1 0.0 0.1 -0.002
C -3.47182 5.33793 4.37472 0.1 0.0 -0.1 -0.582
O -4.40841 6.35231 4.67904 0.0 0.0 0.0 -0.495
C -4.23378 6.98973 5.92851 0.0 0.1 0.0 -0.551
H -4.88966 5.75507 10.00589 0.0 0.0 0.0 0.243
H -5.29634 4.52246 8.79618 0.0 0.0 0.0 0.284
H -4.50194 4.05119 10.31461 0.0 0.0 0.0 0.352
H -3.12092 3.01407 8.83162 0.0 0.0 0.0 0.429
H -1.60571 3.92846 8.90883 0.0 0.0 0.0 0.387
H -1.85946 3.12730 6.66062 0.0 0.0 0.0 0.252
H -2.02894 4.88277 6.69151 0.1 0.0 0.0 0.203
H -4.47987 4.40451 6.79599 0.0 0.0 0.0 0.143
H -4.85368 3.73030 4.57125 0.0 0.0 0.0 0.417
H -3.16667 3.23359 4.47260 0.1 0.1 0.1 -0.377
H -3.46028 5.26564 3.28249 0.0 0.0 0.0 0.348
H -2.46341 5.64396 4.67621 0.0 0.0 0.1 0.294
H -3.17812 7.03905 6.21058 0.0 0.0 0.0 0.268
H -4.78818 6.49209 6.73024 0.1 0.0 0.0 0.196
H -4.61846 8.00497 5.83384 0.0 0.0 0.0 0.297
C 5.67188 -0.04581 -2.04154 0.0 0.0 -0.1 -0.868
O 5.71670 -1.45388 -2.15864 0.0 0.1 0.1 -0.147
C 6.50510 -2.11097 -1.17345 0.1 -0.1 -0.1 -0.878
C 5.63617 -2.90745 -0.22584 -0.1 0.0 0.0 -0.141
N 4.83220 -2.02841 0.60755 -0.1 0.0 -0.1 -0.171
C 3.81694 -2.69432 1.41187 0.0 0.1 0.1 -0.827
C 2.70523 -3.44795 0.69089 0.0 -0.1 0.1 -0.587
O 1.83299 -2.61296 -0.04937 0.0 0.0 0.0 -0.360
C 2.25252 -2.30533 -1.36611 -0.1 0.2 0.0 -0.584
H 5.18205 0.33504 -2.93637 0.0 0.0 0.0 0.253
H 5.10192 0.28311 -1.16537 0.0 0.0 0.0 0.320
H 6.67757 0.38049 -1.98260 0.0 0.0 0.0 0.336
H 7.11613 -1.38682 -0.62698 0.0 0.0 0.0 0.437
H 7.17822 -2.79912 -1.69307 0.0 0.0 0.0 0.396
H 6.27889 -3.51788 0.41598 0.0 0.0 0.0 0.431
H 5.03013 -3.59594 -0.83339 0.1 0.0 0.0 0.134
H 4.38382 -1.33869 0.01809 0.0 0.0 0.0 -0.083
H 3.34556 -1.92940 2.03476 0.0 0.0 0.0 0.329
H 4.31561 -3.39250 2.09242 0.0 0.0 0.0 0.479
H 2.08863 -3.92465 1.45730 0.0 0.0 0.0 0.374
H 3.08815 -4.24986 0.04820 0.1 0.1 0.0 0.410
H 2.82612 -3.11971 -1.81667 0.0 0.0 0.0 0.414
H 2.85190 -1.38970 -1.39379 0.1 -0.1 -0.1 0.037
H 1.35997 -2.13490 -1.96798 0.0 0.0 0.0 0.230
C 5.00834 -2.90561 -4.62703 -0.1 -0.1 -0.1 -0.489
O 4.60696 -3.80167 -5.64573 0.0 0.0 0.1 -0.349
C 5.13928 -3.51960 -6.93185 -0.1 0.0 -0.1 -0.734
C 6.14201 -4.57393 -7.34656 0.1 0.0 0.1 -0.253
N 7.34768 -4.49505 -6.53609 -0.1 -0.1 0.1 -0.262
C 8.28354 -5.59792 -6.71309 0.1 0.1 0.0 -0.693
C 7.82014 -6.99849 -6.33003 0.1 -0.1 -0.1 -0.472
O 7.60953 -7.17860 -4.94253 0.0 0.1 0.0 -0.420
C 6.33528 -6.80127 -4.46079 0.0 -0.1 0.1 -0.416
H 4.42869 -3.14198 -3.73847 0.0 0.0 0.0 -0.024
H 6.07065 -3.00116 -4.38152 0.0 0.1 0.0 0.316
H 4.80937 -1.86696 -4.90803 0.0 0.0 0.0 0.375
H 5.59848 -2.52618 -6.94861 0.0 0.0 0.0 0.372
H 4.30846 -3.52230 -7.64285 0.0 0.0 0.0 0.409
H 6.41181 -4.41727 -8.39581 0.0 0.0 0.0 0.389
H 5.63953 -5.54939 -7.27814 0.0 0.0 0.0 0.177
H 7.08522 -4.44126 -5.56052 0.0 0.0 0.0 -0.002
H 9.17204 -5.37275 -6.11820 0.0 0.0 0.0 0.376
H 8.60045 -5.61577 -7.76131 0.0 0.0 0.0 0.396
H 8.61848 -7.69324 -6.60260 0.0 0.0 0.0 0.340
H 6.92695 -7.30536 -6.88839 0.0 0.1 0.0 0.342
H 5.55739 -6.95940 -5.21329 0.0 0.0 0.0 0.265
H 6.30355 -5.75504 -4.14111 0.0 0.0 0.0 0.079
H 6.11622 -7.42528 -3.59425 0.0 0.0 0.0 0.291
```
Positions in Å, forces in eV/Å.